{"formula": "C32H80ClN3O12P2", "method": "ωB97M-V with the def2-TZVPD basis set", "elements": ["H", "N", "C", "C", "C", "P", "O", "C", "C", "N", "C", "C", "C", "O", "C", "Cl", "C", "C", "N", "C", "C", "C", "O", "P", "O", "O", "O", "H", "H", "H", "H", "H", "H", "H", "H", "H", "H", "H", "H", "H", "H", "H", "H", "H", "H", "H", "H", "H", "H", "H", "H", "H", "H", "H", "H", "H", "H", "H", "C", "C", "C", "O", "H", "H", "H", "H", "H", "H", "H", "H", "C", "C", "C", "O", "H", "H", "H", "H", "H", "H", "H", "H", "C", "C", "C", "O", "H", "H", "H", "H", "H", "H", "H", "H", "C", "C", "C", "O", "H", "H", "H", "H", "H", "H", "H", "H", "C", "C", "C", "O", "H", "H", "H", "H", "H", "H", "H", "H", "C", "C", "C", "O", "H", "H", "H", "H", "H", "H", "H", "H"], "coordinates": [[0.7742, 3.5394, -0.7832], [0.2115, 2.6788, -0.8392], [0.9124, 1.6395, -0.4190], [2.4397, 2.0014, -0.0015], [0.3871, 0.1411, -0.4107], [0.2726, -0.6598, 1.3378], [-0.8927, 0.4675, 1.9010], [-1.9626, 0.8522, 1.0614], [-3.3126, 1.1556, 1.9320], [-4.3264, 0.1154, 1.5564], [-5.6677, 0.6928, 1.2441], [-6.7793, -0.1826, 2.0483], [-6.9065, 0.4421, 3.5201], [-8.0568, -0.2248, 1.3323], [-1.0396, -2.0053, 1.5833], [-2.0804, -1.7781, 3.1259], [-0.6211, -3.5343, 1.6521], [-1.9619, -4.3946, 2.0362], [1.3995, 0.0203, 2.4972], [1.1207, 1.3834, 3.0252], [1.7084, -0.7675, 3.6935], [0.7440, -1.2196, 4.8704], [2.9301, -1.0451, 3.8687], [1.8578, -2.0141, 0.6691], [1.5711, -2.8360, -0.6076], [3.2582, -1.0641, 0.2880], [2.4679, -3.1382, 1.7902], [2.5313, 3.1103, 0.3028], [2.8184, 1.4002, 0.8819], [3.1074, 1.8924, -0.9324], [1.1907, -0.3789, -1.0636], [-0.5555, -0.0386, -1.0425], [-2.3035, 0.1543, 0.2351], [-1.7620, 1.8702, 0.5505], [-3.7045, 2.2119, 1.7258], [-3.0765, 1.0434, 3.0399], [-4.4777, -0.5034, 2.3701], [-5.8145, 1.7731, 1.5712], [-5.9326, 0.5373, 0.1332], [-6.4629, -1.2748, 2.1757], [-5.9542, 1.0512, 3.7045], [-7.8320, 1.1225, 3.5174], [-6.9518, -0.3380, 4.3564], [-8.1863, -1.1635, 1.0688], [-1.8101, -1.9201, 0.7276], [-0.2602, -4.0239, 0.6987], [0.0586, -3.6826, 2.5584], [-1.8184, -5.4356, 1.5552], [-2.9057, -3.9704, 1.5671], [-2.0395, -4.5972, 3.1555], [0.3774, 1.4157, 3.9081], [2.1150, 1.7035, 3.5328], [0.9327, 2.2009, 2.2661], [-0.1175, -0.4836, 4.9446], [0.3835, -2.2827, 4.6078], [1.3332, -1.3330, 5.8458], [4.0408, -1.4268, 0.7552], [2.9511, -3.8543, 1.3101], [-2.2095, 4.1541, -2.2805], [-2.3959, 5.6627, -2.2400], [-2.5501, 6.2380, -3.6389], [-1.2695, 6.2632, -1.6013], [-1.3056, 3.8869, -2.8365], [-2.0882, 3.7549, -1.2713], [-3.0663, 3.6632, -2.7507], [-3.2779, 5.9083, -1.6417], [-1.6597, 6.0429, -4.2408], [-2.6718, 7.3241, -3.5963], [-3.4161, 5.8086, -4.1488], [-0.4851, 6.0513, -2.1235], [6.1405, -0.8241, 4.5189], [6.2660, -1.8116, 3.3702], [7.2875, -2.8947, 3.6805], [6.6570, -1.1167, 2.1853], [7.0924, -0.3182, 4.7075], [5.4118, -0.0462, 4.2771], [5.8250, -1.3254, 5.4371], [5.2928, -2.2695, 3.1719], [8.2805, -2.4612, 3.8380], [7.3755, -3.5911, 2.8421], [7.0069, -3.4573, 4.5745], [7.5164, -0.7079, 2.3502], [-2.1057, -9.5102, -0.8744], [-2.3017, -8.0033, -0.8174], [-2.4582, -7.4125, -2.2099], [-1.1811, -7.4031, -0.1706], [-1.1991, -9.7649, -1.4325], [-1.9833, -9.9196, 0.1318], [-2.9579, -10.0016, -1.3506], [-3.1858, -7.7702, -0.2178], [-1.5638, -7.5949, -2.8140], [-2.5869, -6.3283, -2.1544], [-3.3211, -7.8411, -2.7260], [-0.3932, -7.6031, -0.6928], [0.5183, 4.0569, -7.4208], [-0.3093, 3.9594, -6.1487], [-0.8946, 2.5672, -5.9746], [-1.3665, 4.9157, -6.1964], [-0.0980, 3.8574, -8.3032], [0.9230, 5.0656, -7.5389], [1.3486, 3.3462, -7.4073], [0.3143, 4.2068, -5.2847], [-1.5595, 2.3166, -6.8074], [-1.4960, 2.5149, -5.0628], [-0.1066, 1.8118, -5.9177], [-1.9241, 4.7059, -6.9575], [-5.1363, -0.3115, -8.9320], [-4.0491, 0.5406, -8.2962], [-4.2932, 0.7298, -6.8075], [-4.0100, 1.8152, -8.9362], [-6.1164, 0.1650, -8.8278], [-4.9541, -0.4295, -10.0033], [-5.1800, -1.3027, -8.4734], [-3.0749, 0.0690, -8.4517], [-5.2441, 1.2424, -6.6290], [-3.5106, 1.3533, -6.3671], [-4.3114, -0.2301, -6.2851], [-4.8674, 2.2405, -8.8045], [9.5706, 2.6203, 7.1991], [8.6309, 2.0821, 6.1315], [7.8588, 3.2050, 5.4565], [7.7136, 1.1657, 6.7248], [9.0122, 3.1400, 7.9843], [10.1102, 1.8021, 7.6832], [10.2985, 3.3144, 6.7713], [9.2043, 1.5285, 5.3826], [7.2414, 3.7448, 6.1817], [7.1797, 2.8029, 4.6999], [8.5354, 3.9166, 4.9764], [7.2011, 1.6448, 7.3889]], "total_charge": 0, "lumo_ev": 0.278, "e_homo_ha": -0.3235, "largest_force_ev_per_a": 7.2, "orbital_gap_ev": 9.1}